<P>
120
Properties=species:S:1:pos:R:3 method="wB97M-V/def2-TZVPD" orbital_gap_ev=10.09 smiles=CCOCC.CCOCC.CCOCC.CCOCC.CCOCC.CCOCC.CCOCC.CCOCC homo_ev=-9.321
C 2.7964 -0.8057 -3.4976
C 1.3724 -0.4537 -3.1526
O 1.5454 -0.1347 -1.7446
C 0.4244 0.2303 -0.9716
C 0.7824 0.4643 0.4064
H 3.3254 -1.8667 -3.1596
H 3.2874 -0.0287 -3.0096
H 2.8054 -0.6827 -4.6286
H 0.7274 -0.9827 -3.2996
H 1.1244 0.5293 -3.4436
H -0.3616 -0.5747 -1.2086
H 0.1214 1.0023 -1.6296
H -0.1646 0.3553 1.0404
H 1.0954 1.5663 0.6144
H 1.4884 -0.2677 0.6884
C -2.1116 2.1383 -5.4876
C -3.1546 1.1603 -4.8876
O -2.4416 -0.0927 -4.6336
C -3.3006 -1.1167 -4.0776
C -2.5186 -2.3317 -3.7026
H -1.7426 1.9303 -6.3856
H -1.3776 2.0523 -4.6786
H -2.4776 3.1973 -5.6706
H -3.9716 1.0893 -5.6406
H -3.5406 1.4663 -3.9386
H -3.9956 -1.3567 -4.7566
H -4.0316 -0.7537 -3.1646
H -1.6226 -1.8797 -3.2416
H -2.3026 -3.0577 -4.4946
H -3.0676 -2.9907 -3.0956
C 2.4044 1.6153 3.5594
C 3.4274 1.7213 2.5074
O 3.8664 0.3963 2.2834
C 4.9114 0.3553 1.2644
C 5.4984 -0.9327 1.2444
H 2.7164 1.1563 4.4834
H 1.6434 0.8133 3.2744
H 2.1104 2.6113 3.7704
H 4.2414 2.1033 2.7244
H 2.9244 2.0723 1.5354
H 5.5944 1.1523 1.5424
H 4.5944 0.4653 0.2514
H 4.8874 -1.7187 0.8834
H 5.7414 -1.1627 2.3384
H 6.4094 -1.1297 0.6794
C -1.7116 2.4193 3.7064
C -1.2446 3.2533 2.4824
O -1.9566 2.9393 1.2704
C -1.6066 3.6393 0.0914
C -2.5126 3.1603 -0.9606
H -1.4526 2.8843 4.6534
H -1.6756 1.4153 3.6854
H -2.8126 2.3513 3.6674
H -0.1056 3.2363 2.3834
H -1.4416 4.2983 2.7274
H -0.4836 3.3943 -0.1916
H -1.3846 4.6853 0.3994
H -2.0796 3.6123 -1.7536
H -3.4836 3.3083 -0.7776
H -2.5326 2.0803 -0.9696
C -0.9256 -4.9477 -0.3226
C 0.2194 -3.9057 -0.7566
O 1.5344 -4.4077 -0.4846
C 2.6164 -3.4527 -0.7386
C 3.8394 -4.0967 -0.4466
H -0.7446 -5.7187 -0.7996
H -1.8046 -4.3267 -0.7696
H -0.9996 -5.1397 0.5974
H 0.1224 -3.1557 -0.1766
H -0.0026 -3.4617 -1.8756
H 2.6904 -2.6797 -0.1686
H 2.7764 -3.1637 -1.8256
H 4.0104 -5.0377 -1.0026
H 3.8634 -4.7207 0.4994
H 4.8004 -3.5357 -0.3896
C 0.2734 -1.6937 6.8894
C 0.6734 -1.0247 5.5724
O 0.7884 -2.2057 4.7424
C 1.3574 -1.9907 3.5084
C 1.4104 -3.2207 2.7804
H -0.0916 -0.9247 7.7064
H 1.1284 -2.4737 7.3194
H -0.7046 -2.1127 6.8344
H 1.5944 -0.4287 5.8534
H -0.3056 -0.5707 5.3574
H 2.5064 -1.7317 3.7284
H 0.9984 -1.1417 2.9884
H 1.6074 -3.7677 3.6774
H 2.0294 -3.4017 1.8944
H 0.4584 -3.6677 2.4514
C -2.9596 -1.1717 0.3404
C -3.7746 -2.1997 0.8974
O -5.0816 -1.6177 1.1144
C -5.9906 -2.4597 1.8274
C -7.3576 -2.0607 1.5554
H -1.9956 -1.4727 -0.1176
H -2.7796 -0.2977 1.0214
H -3.3356 -0.7697 -0.5626
H -3.4416 -2.4987 1.8374
H -4.0036 -3.0037 0.1054
H -5.6806 -2.3887 2.6884
H -5.9326 -3.4067 1.4694
H -8.0536 -2.5507 2.2904
H -7.6966 -2.2277 0.3914
H -7.4896 -1.0347 1.8494
C 0.9894 6.6583 -3.3066
C 0.7444 5.1773 -2.8426
O 2.0224 4.6023 -2.6516
C 1.9914 3.3183 -2.0726
C 3.3344 2.8093 -1.7796
H 1.4334 6.4933 -4.2566
H 1.6274 7.0033 -2.4896
H -0.0246 7.2033 -3.5306
H 0.4404 4.5963 -3.6546
H 0.2384 5.1473 -1.8646
H 1.4574 2.4943 -2.5826
H 1.5554 3.6863 -1.0946
H 3.9634 3.6003 -1.2786
H 3.6614 2.5193 -2.6906
H 3.2184 1.9573 -1.1656

<Q>
120
Properties=species:S:1:pos:R:3 method="wB97M-V/def2-TZVPD" orbital_gap_ev=10.16 smiles=CCOCC.CCOCC.CCOCC.CCOCC.CCOCC.CCOCC.CCOCC.CCOCC homo_ev=-9.510
C -36.5923 -4.5457 4.0074
C -35.2371 -4.6288 3.3254
O -34.6931 -5.9170 3.5368
C -33.4993 -6.2498 2.8680
C -32.4187 -5.1859 2.8793
H -37.1365 -3.6044 3.9045
H -37.2341 -5.3322 3.6082
H -36.4939 -4.6343 5.0912
H -35.3241 -4.4385 2.2485
H -34.5176 -3.9408 3.7823
H -33.1225 -7.1388 3.3813
H -33.6851 -6.5910 1.8415
H -32.2890 -4.7684 3.8793
H -32.7161 -4.3566 2.2353
H -31.5005 -5.6657 2.5445
C -29.6238 -2.7199 3.6491
C -28.4145 -2.0181 4.3094
O -27.2665 -2.7522 3.9505
C -26.0372 -2.1655 4.3408
C -24.8459 -3.0393 3.9901
H -29.3980 -3.7798 3.5417
H -30.4877 -2.6905 4.3119
H -29.7618 -2.2233 2.6920
H -28.4058 -0.9694 4.0062
H -28.5251 -2.1503 5.3942
H -25.9061 -1.1808 3.8821
H -26.1108 -2.0159 5.4234
H -24.6673 -3.1527 2.9260
H -24.8880 -4.0015 4.5016
H -23.9895 -2.5524 4.4657
C -42.4697 -6.7741 -0.4691
C -41.4184 -6.4675 0.6075
O -40.5267 -5.5112 0.0966
C -39.4768 -5.0944 0.9729
C -38.5569 -4.1729 0.1941
H -43.0066 -5.8815 -0.7731
H -42.0125 -7.2597 -1.3287
H -43.1084 -7.5174 0.0150
H -41.9229 -6.1413 1.5242
H -40.8514 -7.3851 0.8118
H -40.0068 -4.5757 1.7912
H -39.1238 -6.0127 1.4638
H -38.0176 -3.6031 0.9509
H -39.0683 -3.5065 -0.4914
H -37.8330 -4.8039 -0.3240
C -33.5869 -6.8212 7.0120
C -32.6594 -5.6286 7.0727
O -32.6007 -5.1478 8.4000
C -31.6111 -4.1848 8.5879
C -31.5002 -3.8335 10.0716
H -33.8266 -7.1222 5.9885
H -33.2503 -7.7564 7.4611
H -34.5399 -6.5670 7.4832
H -31.6762 -5.9985 6.7519
H -32.9305 -4.7969 6.4164
H -30.6032 -4.5023 8.2884
H -31.8815 -3.2775 8.0267
H -31.1577 -4.7595 10.5403
H -32.4955 -3.5483 10.4159
H -30.7953 -3.0495 10.3333
C -34.1699 -5.0153 -2.6177
C -34.5391 -6.5123 -2.5799
O -35.2859 -6.8158 -1.4331
C -35.3969 -8.1685 -1.0897
C -35.9684 -8.2004 0.3145
H -34.3429 -4.6242 -3.6141
H -34.6361 -4.4665 -1.8024
H -33.1117 -4.9938 -2.3508
H -34.9916 -6.8364 -3.5295
H -33.6210 -7.1205 -2.5488
H -36.0226 -8.6939 -1.8202
H -34.5031 -8.8112 -1.0626
H -36.2058 -9.1770 0.7421
H -36.8987 -7.6263 0.2901
H -35.3222 -7.7558 1.0716
C -31.2789 -13.4480 6.5661
C -32.5757 -13.0919 5.8394
O -32.5696 -11.7892 5.3335
C -33.8181 -11.3931 4.8131
C -33.7057 -10.0118 4.2037
H -30.5171 -13.6226 5.7951
H -30.9012 -12.5298 7.0230
H -31.2757 -14.3317 7.1915
H -32.7139 -13.7833 4.9980
H -33.3992 -13.2712 6.5439
H -34.1804 -12.1517 4.1083
H -34.5342 -11.3298 5.6451
H -33.4828 -9.2815 4.9783
H -34.6871 -9.7359 3.8054
H -33.0348 -9.9785 3.3464
C -36.1495 0.7916 3.6124
C -36.7397 0.0602 2.4450
O -35.7133 -0.5704 1.6990
C -36.1668 -1.4444 0.6832
C -35.0536 -1.5933 -0.3464
H -35.4905 1.5810 3.2394
H -36.9122 1.3455 4.1663
H -35.5758 0.2351 4.3515
H -37.5049 -0.6886 2.6903
H -37.2586 0.7609 1.7778
H -36.3355 -2.3983 1.1971
H -37.1190 -1.0768 0.2821
H -34.7021 -0.6400 -0.7412
H -35.3538 -2.1801 -1.2134
H -34.2333 -2.0540 0.2046
C -43.1404 -6.0326 6.7895
C -41.6805 -5.8348 6.4179
O -41.5187 -4.5045 5.9354
C -40.2647 -4.2979 5.3134
C -40.3598 -2.9635 4.5852
H -43.5137 -5.2192 7.4072
H -43.7763 -6.1084 5.9079
H -43.2190 -6.9594 7.3613
H -41.0664 -5.8975 7.3310
H -41.2407 -6.6038 5.7752
H -39.4620 -4.2231 6.0642
H -39.9306 -5.1606 4.7243
H -39.4451 -2.7562 4.0149
H -40.2426 -2.1786 5.3356
H -41.2315 -2.8931 3.9449

Tell me which of them is the least stable. Sure, it is <P>.

<P>
24
Properties=species:S:1:pos:R:3 method="wB97M-V/def2-TZVPD" orbital_gap_ev=9.11 homo_ev=-8.394
C 0.8001 -0.7513 1.9842
C 0.7205 -1.4034 0.6909
C 0.3348 0.4628 2.2827
C 0.0632 -0.9259 -0.3490
C 0.6318 2.2857 0.4610
C -0.2032 1.9361 -0.7836
C 0.2863 -2.6559 -2.2348
C -0.3105 1.4058 1.3292
C -0.1849 -1.3597 -1.7164
C -0.8986 0.8737 0.0345
O 0.9031 -1.4624 -2.6042
S -2.6353 0.5463 -0.1489
H 1.2798 -1.3283 2.7622
H 1.2448 -2.3524 0.6120
H 0.4550 0.8412 3.2889
H 1.6399 1.8815 0.4170
H 0.6672 3.3381 0.7294
H -0.8828 2.7335 -1.0893
H 0.3490 1.5914 -1.6547
H 0.8640 -3.3083 -1.5923
H -0.2869 -3.1540 -3.0094
H -1.0403 2.0258 1.8611
H -1.0845 -0.9390 -2.1648
H -2.7124 -0.2813 0.8941

<Q>
24
Properties=species:S:1:pos:R:3 method="wB97M-V/def2-TZVPD" orbital_gap_ev=7.34 homo_ev=-6.739
C 2.6550 1.5245 1.3114
C 2.5796 0.2418 1.7801
C 1.6908 1.8184 0.3567
C 1.5892 -0.6183 1.4716
C 0.7755 0.9242 -0.1959
C 0.6176 -0.3094 0.4771
C -0.2011 1.3856 -1.3154
C -1.4966 0.6825 -1.7320
C -1.9171 -0.5333 -0.9609
C -1.3114 -2.3470 0.9387
O -2.5270 -1.4543 -1.9162
S -0.3369 -1.5191 -0.4408
H 3.3739 2.2340 1.6886
H 3.2596 -0.0496 2.5602
H 1.6381 2.7963 -0.1068
H 1.6455 -1.5927 1.9259
H -0.4238 2.3638 -0.7989
H 0.3593 1.5420 -2.1990
H -2.3178 1.3761 -1.5421
H -1.4961 0.6233 -2.7935
H -2.1855 -2.3723 0.2279
H -1.5396 -1.6397 1.7327
H -0.9991 -3.3230 1.1713
H -3.4321 -1.7538 -1.6407

Tell me which of them is the least stable. Sure, it is <P>.

<P>
29
Properties=species:S:1:pos:R:3 method="wB97M-V/def2-TZVPD" orbital_gap_ev=9.45 homo_ev=-8.871
C 1.5220 1.8901 0.1492
C 2.0537 0.1083 1.3775
C 0.6488 0.9055 -0.2123
C 0.9993 -0.2380 0.6077
C -0.6931 1.1760 -0.9172
C -1.0321 -0.1086 -1.7151
C -2.0930 -0.9376 -1.0108
C -2.3881 -2.2787 -1.6596
C 3.5178 2.1871 1.4419
N 2.4604 1.3472 0.9547
N -1.6839 -1.1958 0.4283
O 0.3332 -2.4029 -0.4204
O -0.0171 -2.2239 2.0312
S -2.1842 -0.0525 1.6415
S -0.0475 -1.6287 0.7300
H 1.6077 2.9638 -0.1126
H 2.4562 -0.5189 2.1052
H -1.5484 1.2334 -0.3042
H -0.6100 2.1686 -1.5453
H -1.4643 0.1652 -2.7638
H -0.2026 -0.9169 -1.7495
H -2.9370 -0.2771 -0.7359
H -1.6603 -2.5798 -2.2545
H -3.1644 -2.2573 -2.3518
H -2.6727 -3.0508 -0.9010
H 3.2700 2.7884 2.4535
H 4.5638 1.7103 1.6830
H 3.8832 2.9030 0.7062
H -2.9173 -0.8792 2.3443

<Q>
29
Properties=species:S:1:pos:R:3 method="wB97M-V/def2-TZVPD" orbital_gap_ev="8.30 / 5.50" homo_ev="-8.454 / -6.322"
C 2.6915 -0.4102 -1.7550
C 3.6088 -0.0148 -0.8498
C 1.4743 -0.9175 0.0241
C -1.9204 -1.7223 -0.1821
C -1.7674 -0.2838 -0.8790
C -0.4841 -2.2709 0.1426
C -1.3961 0.7512 0.1354
C 0.4439 -1.3433 0.8272
C -1.1509 3.4150 0.2789
N 1.5436 -0.9001 -1.2628
N 0.4259 -1.1909 2.1513
O 0.3896 1.9647 -1.3004
O 0.7612 1.8152 1.0897
S 2.9315 -0.2271 0.7947
S -0.1797 1.9241 -0.0141
H 2.7960 -0.2402 -2.8622
H 4.4722 0.5639 -1.0212
H -2.1948 -1.5286 0.9016
H -2.6743 -2.4208 -0.6242
H -1.0491 -0.4734 -1.6025
H -2.6958 -0.0330 -1.3334
H -0.6560 -3.1440 0.7285
H -0.0089 -2.6302 -0.7708
H -2.0575 0.7185 1.0142
H -2.0263 3.0217 0.8261
H -0.6366 4.2083 0.7990
H -1.5997 3.9727 -0.6609
H 1.2038 -0.8258 2.7901
H -0.2447 -1.7784 2.6150

Tell me which of them is the least stable. Sure, it is <Q>.

<P>
15
Properties=species:S:1:pos:R:3 method="wB97M-V/def2-TZVPD" orbital_gap_ev=7.50 smiles="[H]/N=C1/C(=S)C=C[C@H]1C" homo_ev=-8.453
C 1.5397 0.3384 0.9511
C 0.7772 -0.7738 0.9087
C 1.3251 1.1912 -0.1665
C 0.1598 0.4927 -0.9880
C -0.2466 -0.7547 -0.2101
C -1.6913 -0.4617 0.5391
N -0.2387 1.0256 -2.0654
S 2.2448 2.4347 -0.7564
H 2.3403 0.5818 1.5895
H 0.7663 -1.6422 1.6617
H -0.0858 -1.6897 -0.7723
H -1.7852 0.3752 1.2352
H -1.8398 -1.3984 0.9818
H -2.2934 -0.2126 -0.3837
H -0.9725 0.4935 -2.5245

<Q>
15
Properties=species:S:1:pos:R:3 method="wB97M-V/def2-TZVPD" orbital_gap_ev=10.42 smiles=C#CC[C@@](C)(S)C#N homo_ev=-9.854
C -2.2536 0.7779 1.4326
C -1.5942 0.0239 0.7790
C -0.0392 0.9586 -1.4621
C 1.3551 0.4610 0.4686
C -0.7681 -0.8632 -0.0148
C 0.4353 -0.1065 -0.6085
N -0.4172 1.7983 -2.1381
S 1.3892 -1.2554 -1.7221
H -2.8443 1.4316 2.0014
H 1.7188 -0.3388 1.1121
H 0.8064 1.1781 1.0779
H 2.2069 0.9634 0.0148
H -1.3670 -1.2877 -0.8260
H -0.4029 -1.6826 0.6126
H 1.7750 -2.0585 -0.7274

Tell me which of them is the least stable. Sure, it is <Q>.

<P>
15
Properties=species:S:1:pos:R:3 method="wB97M-V/def2-TZVPD" orbital_gap_ev=7.72 homo_ev=-7.803
C 1.6656 0.4594 0.0104
C 0.5508 -0.4886 0.0005
C -0.7779 -0.0050 -0.0316
C -1.8725 -0.9110 0.0304
C -0.8997 1.4114 0.0069
C -1.0852 2.5995 0.0754
H 1.4892 1.2788 -0.7052
H 2.5945 -0.0601 -0.2780
H 1.7942 0.9213 0.9980
H 0.1045 -2.4461 -0.0330
H 1.7699 -2.1665 0.1201
H -1.6085 -1.9716 0.0318
H -1.1372 3.6193 -0.2333
N 0.8529 -1.7761 0.0016
S -3.4409 -0.4648 0.0060

<Q>
15
Properties=species:S:1:pos:R:3 method="wB97M-V/def2-TZVPD" orbital_gap_ev=9.14 smiles="C#CC1CN(C=S)C1" homo_ev=-8.392
C 1.3830 1.8878 -0.9437
C -0.8702 0.7883 -0.0248
C -0.3740 -0.5021 0.8672
C 1.0158 -0.3757 0.1896
C -1.0072 -1.7420 0.7722
C -1.6649 -2.7081 0.3398
H 2.4097 1.7023 -0.9251
H -1.2284 1.6379 0.4801
H -1.3804 0.5441 -0.9843
H -0.2217 -0.2052 1.9630
H 1.0042 -1.2822 -0.5256
H 1.9102 -0.3071 0.7530
H -2.3107 -3.4785 0.1625
N 0.5863 0.9526 -0.3164
S 0.7483 3.0879 -1.8074

Tell me which of them is the least stable. Sure, it is <Q>.

<P>
6
Properties=species:S:1:pos:R:3 method="wB97M-V/def2-TZVPD" orbital_gap_ev=8.55 homo_ev=-9.408
C 0.5267 0.1776 0.3007
O -0.8743 -1.0761 -1.7130
P -0.7725 -1.1614 -0.2665
I -0.7695 1.6754 1.1683
H 0.8081 0.5763 -0.6262
H 1.0813 -0.1918 1.1368

<Q>
6
Properties=species:S:1:pos:R:3 method="wB97M-V/def2-TZVPD" orbital_gap_ev=8.97 homo_ev=-9.642
C -0.5766 -0.0711 0.3039
O 1.0695 0.5069 -1.9544
P 0.7616 -0.6125 -0.9200
I 0.9491 0.0232 1.8493
H -1.3685 -0.6939 0.7550
H -0.8351 0.8475 -0.0339

Tell me which of them is the least stable. Sure, it is <Q>.

<P>
14
Properties=species:S:1:pos:R:3 method="wB97M-V/def2-TZVPD" orbital_gap_ev=7.59 smiles=Cn1nccc1NI homo_ev=-8.287
C 0.3979 1.7018 0.1049
C 1.5167 1.2712 -0.6012
C -0.2962 0.5067 0.3241
C 0.1993 -1.9760 -0.1750
N 1.4820 -0.0356 -0.8582
N 0.4153 -0.5038 -0.2625
N -1.4825 0.3653 1.0604
I -3.2247 -0.4466 0.2055
H 0.1635 2.7325 0.2873
H 2.3305 1.9266 -1.0208
H 0.0380 -2.2732 -1.1526
H 0.9986 -2.5229 0.3753
H -0.7726 -1.9770 0.2492
H -1.7658 1.2310 1.4635

<Q>
14
Properties=species:S:1:pos:R:3 method="wB97M-V/def2-TZVPD" orbital_gap_ev=10.16 smiles=C[C@@H](I)c1ncn[nH]1 homo_ev=-9.807
C -2.3373 1.8142 -0.3423
C -1.0846 0.1248 -0.1967
C 1.4071 -0.2825 0.6546
C 0.2807 -1.0835 0.0596
N -1.0748 1.4237 -0.0153
N -3.1114 0.7943 -0.6486
N -2.2751 -0.3665 -0.5461
I -0.3328 -2.7049 1.2374
H -2.7057 2.8132 -0.0189
H 0.9611 0.4776 1.3265
H 1.8877 0.2752 -0.2491
H 2.0490 -0.9536 1.2557
H 0.6295 -1.5983 -0.8643
H -2.4441 -1.2738 -0.8865

Tell me which of them is the least stable. Sure, it is <Q>.

<P>
9
Properties=species:S:1:pos:R:3 method="wB97M-V/def2-TZVPD" orbital_gap_ev="7.02 / 6.78" homo_ev="-8.745 / -8.668"
C -0.2691 1.2275 -0.3789
C -0.3145 -0.2163 0.2354
F 1.4770 3.8321 -0.7564
P -1.6746 2.0440 -0.2778
S -0.0113 4.5928 -0.6117
H 0.5792 1.7349 -0.7646
H 0.3171 -0.9932 -0.1766
H -1.2234 -0.7133 -0.0005
H -0.1084 -0.2436 1.2882

<Q>
9
Properties=species:S:1:pos:R:3 method="wB97M-V/def2-TZVPD" orbital_gap_ev=8.72 smiles="CPC(F)=S" homo_ev=-9.104
C 1.6235 0.1884 -0.1144
C -1.4005 0.2334 0.1072
F 1.5988 1.5371 -0.1151
P 0.0496 -0.5036 -0.9079
S 2.8637 -0.6328 0.5602
H -1.6574 -0.4926 0.7906
H -2.1641 0.3133 -0.6062
H -1.0374 1.0903 0.5248
H 0.1239 -1.7336 -0.2389

Tell me which of them is the least stable. Sure, it is <P>.

<P>
12
Properties=species:S:1:pos:R:3 method="wB97M-V/def2-TZVPD" orbital_gap_ev=8.94 smiles="C[S@](=O)([O-])=C1N=NN=N1" homo_ev=-5.618 charge=-1
C -0.9245 -0.1790 0.8948
C 1.4235 0.2682 -1.2063
N -0.6134 1.1006 2.5081
N -0.0922 0.7476 1.3362
N -1.9214 -0.4550 1.7346
N -1.7354 0.4060 2.7260
O 0.2304 -2.0414 -0.9962
O -1.2077 -0.4267 -2.0734
S -0.2253 -0.6800 -1.0513
H 1.7440 0.8034 -0.3012
H 1.8347 -0.6013 -1.5888
H 1.4873 1.0577 -1.9825

<Q>
12
Properties=species:S:1:pos:R:3 method="wB97M-V/def2-TZVPD" orbital_gap_ev="5.76 / 8.75" homo_ev="-5.133 / -5.506" charge=-1
C 1.8396 0.0525 -0.2953
C -1.8316 -0.2549 0.1388
N 2.7009 0.2398 0.6715
N 1.7611 -1.0734 -0.9004
N 3.2995 -0.9212 0.6522
N 2.7774 -1.7292 -0.2765
O -1.6694 2.0550 0.9896
O -1.8572 1.8718 -1.5284
S -1.1808 1.4440 -0.2587
H -1.8616 -0.9268 -0.7305
H -1.1778 -0.6268 1.0202
H -2.8001 -0.1308 0.5175

Tell me which of them is the least stable. Sure, it is <Q>.